(1)
{
  "formula": "C3H9N3O4S",
  "method": "wB97M-V/def2-TZVPD",
  "de_lowest_kj_mol": 115.3,
  "spin_multiplicity": 3,
  "e_homo_ha": [-0.160, -0.348],
  "homo_lumo_gap_ev": [4.48, 4.41],
  "elements": ["C", "C", "C", "N", "N", "N", "O", "O", "O", "O", "S", "H", "H", "H", "H", "H", "H", "H", "H", "H"],
  "xyz": [[1.007, 1.948, 0.028], [-0.747, 0.240, 0.709], [0.496, 0.618, -0.163], [-1.691, 1.323, 0.477], [1.358, -1.938, -0.153], [0.228, 0.303, -1.516], [1.539, 2.467, -1.098], [0.908, 2.643, 1.038], [3.087, -0.084, -0.339], [1.921, -0.539, 1.842], [1.896, -0.468, 0.405], [-1.224, -0.654, 0.417], [-0.247, 0.060, 1.678], [-2.603, 0.897, 0.868], [-1.416, 2.162, 0.919], [1.959, -2.308, -1.018], [1.278, -2.584, 0.529], [-0.140, -0.695, -1.648], [-0.643, 0.917, -1.540], [1.591, 1.664, -1.675]],
  "atomic_forces_ev_per_a": [[-0.867, -0.240, -1.025], [-0.689, 1.875, 0.203], [1.349, 1.068, 0.014], [-1.356, -4.175, 1.762], [2.075, 0.647, -5.504], [-3.607, -0.899, 0.334], [0.703, -0.458, -1.703], [-0.581, 0.796, 2.291], [-1.278, -0.199, 0.570], [-0.214, 0.142, -0.025], [1.882, -1.312, -0.235], [-0.373, -1.285, -0.366], [-0.197, 0.673, 0.299], [1.369, 1.545, -1.131], [0.601, 1.379, 0.571], [-1.639, 0.995, 2.570], [-0.208, -2.826, 2.875], [1.166, 1.459, 0.198], [1.397, -0.570, -1.554], [0.465, 1.385, -0.142]]
}



(2)
{
  "formula": "C3H9N3O6",
  "method": "wB97M-V/def2-TZVPD",
  "de_lowest_kj_mol": 419.6,
  "e_homo_ha": -0.353,
  "homo_lumo_gap_ev": 8.76,
  "elements": ["C", "N", "O", "O", "H", "H", "H", "C", "N", "O", "O", "H", "H", "H", "C", "N", "O", "O", "H", "H", "H"],
  "xyz": [[19.989, -25.375, 25.938], [18.676, -24.701, 26.133], [18.660, -23.557, 25.710], [17.761, -25.208, 26.779], [20.605, -25.139, 26.806], [20.488, -24.943, 25.071], [19.845, -26.455, 25.912], [21.350, -23.364, 22.148], [20.771, -23.593, 23.547], [20.657, -22.546, 24.197], [20.462, -24.721, 23.861], [22.281, -23.922, 22.251], [21.745, -22.360, 21.995], [20.652, -23.680, 21.372], [24.060, -21.962, 20.534], [22.675, -21.629, 20.814], [22.385, -20.700, 21.559], [21.834, -22.339, 20.321], [24.204, -22.047, 19.457], [24.224, -22.907, 21.052], [24.707, -21.172, 20.916]],
  "atomic_forces_ev_per_a": [[-0.296, -1.627, 3.888], [0.154, 0.506, 0.881], [-0.594, -0.206, -0.027], [0.859, -0.040, -0.839], [-0.425, -0.025, 0.497], [-0.594, -0.959, 2.976], [-0.122, 0.098, -0.058], [0.624, -0.892, 2.375], [0.371, 4.126, -1.825], [0.128, -2.451, -0.275], [0.285, 1.434, -5.830], [-0.225, -0.860, -0.676], [-2.575, -1.166, 3.035], [0.135, -0.341, 0.637], [1.109, 0.232, 0.142], [-0.091, 2.316, -1.522], [0.770, -0.358, -0.299], [0.641, 0.624, -3.178], [-0.236, -0.239, 0.168], [0.265, 0.012, -0.209], [-0.182, -0.183, 0.137]]
}



(3)
{
  "formula": "C3H9N3OP",
  "method": "wB97M-V/def2-TZVPD",
  "de_lowest_kj_mol": 36.5,
  "total_charge": 1,
  "e_homo_ha": -0.510,
  "homo_lumo_gap_ev": 9.94,
  "elements": ["C", "C", "C", "N", "N", "N", "O", "P", "H", "H", "H", "H", "H", "H", "H", "H", "H"],
  "xyz": [[1.491, -0.711, -1.041], [1.638, 0.031, 0.280], [-0.798, 1.154, 0.520], [-1.968, -2.538, 0.187], [-1.088, -2.308, 0.808], [0.327, 0.221, 0.987], [-2.792, 1.993, -0.678], [-2.360, 0.733, 0.176], [1.142, -0.283, -2.016], [2.540, -0.999, -1.391], [0.900, -1.604, -1.026], [2.189, 1.060, 0.052], [2.323, -0.553, 0.936], [-0.395, 2.164, 0.267], [-3.654, 2.042, -1.097], [-0.206, -0.676, 1.007], [0.711, 0.275, 2.026]],
  "atomic_forces_ev_per_a": [[1.795, -0.296, -2.244], [1.314, 1.710, -2.364], [2.903, 1.244, -0.149], [1.494, 0.139, 1.078], [-1.744, -0.700, -1.113], [-0.891, -0.628, 3.112], [0.357, 0.976, -0.159], [-0.063, -0.997, 0.087], [-0.104, 0.927, 1.375], [-1.233, 0.052, 0.845], [-0.126, -0.793, 0.687], [-1.524, -1.940, 0.880], [-0.826, 0.437, -0.202], [-0.419, -0.901, 0.130], [-0.334, -0.239, 0.189], [1.201, 0.268, -0.002], [-1.799, 0.740, -2.151]]
}



(4)
{
  "formula": "C3H9N3P",
  "method": "wB97M-V/def2-TZVPD",
  "de_lowest_kj_mol": 391.0,
  "total_charge": 1,
  "e_homo_ha": [-0.489, -0.489],
  "smiles": "C[C@H](N)/N=C\\[N+]#[PH2]",
  "homo_lumo_gap_ev": [6.60, 6.60],
  "elements": ["C", "C", "N", "N", "C", "N", "P", "H", "H", "H", "H", "H", "H", "H", "H", "H"],
  "xyz": [[2.402, -0.096, 0.262], [1.056, -0.119, -0.514], [0.214, 1.032, -0.236], [0.344, -1.330, -0.074], [-0.901, -1.390, -0.005], [-1.859, -0.469, -0.239], [-2.996, 0.459, 0.053], [3.135, 0.734, 0.076], [2.717, -1.132, 0.261], [2.137, 0.258, 1.310], [1.317, -0.258, -1.536], [0.440, 1.172, 0.719], [0.197, 1.798, -0.898], [-1.230, -2.392, 0.248], [-4.215, 0.557, -0.642], [-2.758, 1.176, 1.213]],
  "atomic_forces_ev_per_a": [[-1.156, 1.509, 1.755], [0.347, 0.145, 0.733], [0.064, -1.249, -1.067], [1.012, 0.399, -0.347], [1.898, -1.364, 0.255], [-1.999, 0.920, -0.676], [0.797, -0.493, 0.483], [-0.533, -1.206, -1.016], [0.821, 0.242, 0.191], [0.130, -1.135, -0.648], [-0.268, 0.076, -1.122], [-0.223, 1.574, 0.836], [0.451, 0.047, 0.508], [-0.961, 0.004, 0.002], [0.279, -0.028, -0.046], [-0.660, 0.560, 0.160]]
}



(5)
{
  "formula": "C3H9N3P",
  "method": "wB97M-V/def2-TZVPD",
  "de_lowest_kj_mol": 502.2,
  "total_charge": 1,
  "e_homo_ha": [-0.504, -0.532],
  "homo_lumo_gap_ev": [8.80, 8.86],
  "elements": ["C", "C", "C", "N", "N", "N", "P", "H", "H", "H", "H", "H", "H", "H", "H", "H"],
  "xyz": [[0.482, 1.066, -0.710], [0.951, 0.609, 0.651], [-0.375, -1.235, -0.970], [0.102, -1.605, 0.415], [-0.695, 0.149, -0.943], [0.011, -0.424, 1.209], [-1.703, 0.297, 0.332], [0.128, 2.068, -0.935], [1.075, 0.851, -1.609], [1.852, 0.092, 0.421], [1.190, 1.304, 1.445], [0.318, -1.404, -1.747], [-1.339, -1.599, -1.316], [-0.632, -2.298, 0.692], [0.190, -0.543, 2.227], [-1.555, 2.672, 0.839]],
  "atomic_forces_ev_per_a": [[-1.804, -0.758, -2.253], [1.482, -0.623, 0.538], [-0.649, 0.738, -0.287], [-0.603, -2.048, -0.371], [-0.045, 2.689, -0.517], [-1.041, 1.650, -0.305], [-0.899, 1.968, 1.975], [0.028, 0.255, 0.943], [0.879, -0.115, 0.857], [1.014, -0.614, 0.327], [-0.348, 0.520, -0.126], [1.227, -0.525, -0.506], [0.143, -1.465, 0.522], [1.013, 0.755, 0.659], [-0.341, -0.413, -1.043], [-0.055, -2.014, -0.415]]
}



(6)
{
  "formula": "C3H9N3S",
  "method": "wB97M-V/def2-TZVPD",
  "de_lowest_kj_mol": 175.0,
  "e_homo_ha": -0.299,
  "smiles": "CS/N=C(/C)NN",
  "homo_lumo_gap_ev": 9.13,
  "elements": ["C", "S", "N", "C", "C", "N", "N", "H", "H", "H", "H", "H", "H", "H", "H", "H"],
  "xyz": [[1.787, -1.290, -2.097], [0.746, -1.525, -0.654], [0.062, 0.142, -0.519], [-0.527, 0.671, 0.467], [-0.746, 2.161, 0.459], [-0.933, 0.087, 1.660], [-0.992, -1.361, 1.793], [1.124, -0.793, -2.810], [2.689, -0.632, -1.900], [2.055, -2.261, -2.448], [-0.250, 2.521, -0.479], [-0.248, 2.731, 1.258], [-1.801, 2.378, 0.429], [-1.753, 0.518, 2.087], [-1.192, -1.698, 0.868], [-0.019, -1.649, 1.886]],
  "atomic_forces_ev_per_a": [[-0.016, 2.121, 0.379], [-0.814, 1.269, 0.827], [1.515, -1.296, -1.131], [0.094, -0.304, 1.215], [1.044, 0.534, -1.540], [-0.375, -0.845, 0.274], [0.701, 1.232, -0.180], [0.398, -0.106, -0.213], [-1.032, -0.914, -0.151], [0.259, -0.628, -0.196], [-0.758, -0.201, 0.693], [-0.302, -0.641, 0.114], [-0.387, 0.307, 0.051], [0.494, -0.167, -0.145], [-0.690, -0.401, -0.490], [-0.132, 0.041, 0.492]]
}